Molecular formula: C6H12O
Method: DFT, ωB97M-V with the def2-TZVPD basis set

Last column: Mulliken charge in e.
Geometry (Å):
C1 -0.87209 -1.10716 -0.89012  -0.952
C2 -0.23660 -0.42715 0.05291  0.292
C3 -0.89724 0.20032 1.23231  -0.646
C4 -0.62540 1.60642 0.64193  -0.490
O1 0.78755 1.59120 0.43927  -0.431
C5 1.10180 0.26556 -0.03757  0.433
C6 1.71295 0.29589 -1.42065  -1.566
H1 -0.41518 -1.34453 -1.84045  0.269
H2 -1.91006 -1.40132 -0.74494  0.349
H3 -1.93788 -0.08073 1.42692  0.408
H4 -0.32101 0.11739 2.17021  0.318
H5 -1.12339 1.76274 -0.33362  0.294
H6 -0.90942 2.39662 1.32316  0.377
H7 1.81115 -0.18398 0.67656  0.235
H8 2.65405 0.84996 -1.40953  0.373
H9 1.91764 -0.72457 -1.76420  0.353
H10 1.02535 0.76869 -2.12805  0.349
H11 -0.93324 -2.20011 1.65965  0.104
H12 -0.82899 -2.38523 0.94622  -0.067

Cartesian forces, eV/Å:
C 0.10 0.19 -0.16
C 0.03 -0.48 -0.32
C -0.08 0.70 -0.39
C -0.35 0.27 0.54
O -0.03 0.03 -0.07
C 0.07 -0.23 -0.17
C 0.05 0.02 -0.08
H 0.04 -0.04 -0.02
H 0.23 -0.09 -0.03
H 0.20 0.17 -0.35
H -0.14 -0.07 -0.39
H -0.09 -0.12 0.52
H 0.26 0.40 0.11
H -0.13 0.06 -0.14
H -0.10 -0.03 -0.02
H 0.00 0.15 0.06
H 0.11 -0.02 0.07
H -0.09 -0.55 0.21
H -0.07 -0.36 0.62

Its spin multiplicity is 1. Its SMILES is C=C1CCO[C@@H]1C.[H][H]. Its HOMO-LUMO gap is 0.386 Ha. For the relative energy (zero: lowest compared OMol25 entry of this formula, charge and spin), the calculation gives 263.5 kJ/mol. Its highest occupied orbital energy is -9.393 eV. The calculation puts the largest force on an atom at 0.81 eV/A.